1.
DFT (ωB97M-V/def2-TZVPD) results for a molecular structure, C9H9F3I2IrO4SYb in a non-equilibrium geometry.

Cartesian coordinates (Å):
I  2.44  -2.47  -1.14
I  3.84  1.37  -1.62
Yb  -0.57  1.05  -0.40
Ir  0.08  -1.60  0.44
S  1.70  0.06  -1.76
C  -1.05  -2.19  -0.91
C  -1.12  -1.61  1.90
C  1.03  0.05  -3.52
C  2.02  0.70  -4.49
C  -0.24  0.88  -3.32
C  0.74  -1.37  -3.95
C  -1.85  1.33  1.62
C  -2.84  2.30  -0.45
O  -1.90  -1.62  2.76
O  -1.72  -2.60  -1.78
O  -2.46  1.52  2.59
O  -3.84  2.74  -0.04
H  1.58  0.68  -5.50
H  2.96  0.14  -4.54
H  2.24  1.74  -4.28
H  -0.78  1.02  -4.27
H  0.01  1.88  -2.93
H  -0.94  0.36  -2.64
H  0.45  -1.34  -5.01
H  -0.07  -1.83  -3.40
H  1.61  -2.03  -3.85
F  1.33  -0.54  2.82
C  1.36  -0.29  1.48
F  0.93  1.13  1.43
F  2.67  -0.22  1.12

Multiplicity: 6
Total charge: +4
ΔE to the lowest compared entry with this formula, charge and spin: 54.6 kcal per mole
Expectation value of S²: 8.767
HOMO energy (spin up / spin down): -0.8038 / -0.8785 Eh

Results of the Löwdin charge analysis, in e, for atoms 1 through 5: I 1.137; I 1.059; Yb 1.567; Ir 0.827; S 0.029


2.
DFT (ωB97M-V/def2-TZVPD) results for a single C9H9FN2 molecule in a non-equilibrium geometry.

Cartesian coordinates (Å):
C  -2.84  0.48  0.83
C  -3.18  -0.49  -0.15
C  -1.54  0.84  1.03
C  -2.22  -1.04  -0.89
C  0.83  0.81  0.46
C  -0.36  0.14  0.48
C  -0.78  -0.88  -0.52
C  2.00  -1.14  0.17
C  2.93  0.96  -0.75
N  -0.12  -1.75  -1.08
N  1.97  0.18  0.06
F  1.59  -1.74  1.41
H  -3.67  1.03  1.34
H  -4.26  -0.80  -0.09
H  -1.40  1.66  1.67
H  -2.30  -1.74  -1.83
H  1.06  1.86  0.77
H  2.82  -1.74  -0.20
H  3.29  1.64  0.02
H  3.75  0.26  -1.09
H  2.42  1.47  -1.65

ΔE to the lowest compared entry with this formula, charge and spin: 127.3 kcal per mole
HOMO energy (spin up / spin down): -0.2836 / -0.2570 Eh

Results of the Löwdin charge analysis, in e, for atoms 1 through 5: C -0.110; C -0.127; C -0.058; C -0.060; C -0.062


3.
DFT (ωB97M-V/def2-TZVPD) results for a molecular structure, C9H9FeNO4 in a non-equilibrium geometry.

Cartesian coordinates (Å):
Fe  0.01  0.22  -1.07
O  0.15  3.24  -0.96
C  0.02  2.09  -0.95
C  -0.23  -1.55  -1.68
O  -0.21  -2.69  -1.33
C  1.89  -0.07  -1.15
O  3.03  -0.22  -1.06
C  -1.81  0.01  -1.15
O  -2.94  0.00  -1.40
C  0.02  0.56  -2.92
H  -0.86  1.08  -3.32
H  0.94  1.00  -3.30
C  -0.06  -0.94  -3.06
H  0.84  -1.35  -3.56
H  -0.92  -1.24  -3.69
C  -0.52  -0.35  4.24
C  0.51  0.31  3.30
C  0.27  0.11  1.89
N  0.13  0.03  0.74
H  -1.52  0.06  4.07
H  -0.26  -0.18  5.29
H  -0.55  -1.44  4.08
H  0.53  1.40  3.48
H  1.52  -0.07  3.51

Multiplicity: 6
Total charge: +3
ΔE to the lowest compared entry with this formula, charge and spin: 88.6 kcal per mole
Expectation value of S²: 8.826
HOMO energy (spin up / spin down): -0.7733 / -0.8340 Eh

Results of the Löwdin charge analysis, in e, for atoms 1 through 5: Fe 0.522; O 0.360; C 0.060; C -0.322; O 0.366


4.
DFT (ωB97M-V/def2-TZVPD) results for a molecular structure, C9H9N in a non-equilibrium geometry.

Cartesian coordinates (Å):
C  2.83  0.18  0.10
C  2.18  -0.64  0.96
C  2.09  1.13  -0.64
C  0.78  -0.72  1.00
C  0.75  1.15  -0.64
C  0.19  0.18  0.14
C  -2.57  0.40  1.20
C  -1.79  0.06  0.02
C  -2.12  -0.88  -1.12
N  -2.50  1.38  0.39
H  3.87  0.11  0.18
H  2.77  -1.30  1.49
H  2.48  1.88  -1.26
H  0.27  -1.51  1.40
H  0.26  1.84  -1.23
H  -3.07  0.24  2.10
H  -2.98  -1.62  -0.96
H  -1.15  -1.49  -1.10
H  -2.29  -0.39  -2.03

ΔE to the lowest compared entry with this formula, charge and spin: 94.0 kcal per mole
HOMO energy: -0.3331 Eh

Results of the Löwdin charge analysis, in e, for atoms 1 through 5: C -0.070; C -0.091; C -0.083; C -0.045; C -0.086


5.
DFT (ωB97M-V/def2-TZVPD) results for 2 unconnected molecules or ions with the total composition C9H9N3O2 in a non-equilibrium geometry.

Cartesian coordinates (Å):
C  1.50  0.79  0.32
C  1.22  1.24  -1.01
C  0.53  2.41  -1.08
C  0.23  2.76  1.30
C  -0.51  -1.83  0.27
C  -1.42  -2.81  0.66
C  -2.03  -3.42  -0.36
C  -1.56  -3.42  -1.65
C  -0.56  -2.47  -1.97
H  1.34  1.32  2.34
H  1.70  0.76  -1.88
H  0.31  2.86  -2.08
H  -0.49  3.97  -0.14
H  0.05  -1.27  0.99
H  -1.83  -2.92  1.67
H  -3.00  -3.98  -0.12
H  -2.11  -3.95  -2.47
H  -0.05  -2.31  -2.92
N  1.05  1.66  1.40
N  -0.07  3.10  0.00
N  -0.16  -1.69  -1.03
O  1.93  -0.30  0.64
O  -0.19  3.37  2.26

ΔE to the lowest compared entry with this formula, charge and spin: 38.8 kcal per mole
SMILES: O=c1cc[nH]c(=O)[nH]1.c1ccncc1
HOMO energy: -0.3356 Eh

Results of the Löwdin charge analysis, in e, for atoms 1 through 5: C -0.456; C -0.011; C -0.043; C -0.546; C -0.108


6.
DFT (ωB97M-V/def2-TZVPD) results for a molecular structure, C9H9N3O2 in a non-equilibrium geometry.

Cartesian coordinates (Å):
C  3.66  0.28  -0.04
C  2.55  0.98  0.27
C  1.38  0.31  0.11
C  1.37  -1.05  -0.26
C  2.55  -1.67  -0.63
C  -1.11  -0.24  0.99
C  -1.19  1.13  0.38
C  -2.08  1.38  -0.54
C  -3.25  -0.70  -0.25
H  4.66  0.72  0.19
H  2.55  2.10  0.62
H  0.45  0.92  0.23
H  0.36  -1.52  -0.59
H  2.52  -2.66  -0.98
H  -1.94  -2.02  0.89
H  -0.62  2.13  1.15
H  -1.99  2.41  -0.87
H  -3.88  0.94  -1.43
N  3.75  -0.97  -0.49
N  -2.04  -1.06  0.47
N  -3.03  0.49  -1.07
O  -0.36  -0.51  1.89
O  -4.31  -1.39  -0.04

ΔE to the lowest compared entry with this formula, charge and spin: 104.8 kcal per mole
HOMO energy: -0.3424 Eh

Results of the Löwdin charge analysis, in e, for atoms 1 through 5: C -0.212; C -0.089; C -0.111; C -0.068; C -0.105


7.
DFT (ωB97M-V/def2-TZVPD) results for 2 unconnected molecules or ions with the total composition C9H9N3O2 in a non-equilibrium geometry.

Cartesian coordinates (Å):
C  0.98  -2.45  -0.58
C  0.52  -2.61  0.81
C  0.61  -1.62  1.69
C  1.57  -0.08  0.03
C  -0.62  0.95  -0.46
C  -1.14  1.82  -1.41
C  -2.15  2.69  -1.01
C  -2.58  2.65  0.31
C  -2.01  1.74  1.18
H  1.80  -0.92  -1.78
H  0.20  -3.58  1.14
H  0.40  -1.63  2.75
H  1.08  0.51  1.84
H  0.19  0.26  -0.73
H  -0.78  1.81  -2.45
H  -2.60  3.39  -1.71
H  -3.36  3.32  0.66
H  -2.33  1.67  2.21
N  1.42  -1.14  -0.88
N  1.04  -0.35  1.26
N  -1.04  0.89  0.82
O  0.95  -3.36  -1.41
O  2.09  0.96  -0.28

ΔE to the lowest compared entry with this formula, charge and spin: 47.2 kcal per mole
SMILES: O=c1cc[nH]c(=O)[nH]1.c1ccncc1
HOMO energy: -0.3372 Eh

Results of the Löwdin charge analysis, in e, for atoms 1 through 5: C -0.413; C 0.006; C -0.045; C -0.640; C -0.122


8.
DFT (ωB97M-V/def2-TZVPD) results for 2 unconnected molecules or ions with the total composition C9H9N3O2 in a non-equilibrium geometry.

Cartesian coordinates (Å):
C  -3.35  -0.07  -1.31
C  -3.65  -0.65  -0.08
C  -2.34  0.87  -1.45
C  -2.94  -0.30  1.06
C  -1.71  1.29  -0.30
C  -1.93  0.67  0.96
C  1.81  0.46  -0.07
C  -0.59  2.23  0.05
C  2.46  1.61  0.73
N  -1.10  1.25  1.94
N  -0.33  2.08  1.47
N  1.11  -0.50  0.39
O  2.04  0.52  -1.41
O  -0.11  3.07  -0.65
H  -3.98  -0.14  -2.18
H  -4.35  -1.51  -0.16
H  -2.13  1.43  -2.37
H  -3.00  -0.95  2.01
H  3.02  2.34  0.09
H  1.57  2.19  1.17
H  3.15  1.33  1.53
H  0.68  -0.33  1.36
H  1.61  -0.22  -1.86

ΔE to the lowest compared entry with this formula, charge and spin: 93.9 kcal per mole
SMILES: O=C1N=Nc2ccccc21.[H]/N=C(\C)O
HOMO energy: -0.3542 Eh

Results of the Löwdin charge analysis, in e, for atoms 1 through 5: C -0.069; C -0.070; C -0.010; C -0.006; C -0.087